Record 1
Below is C20H13CaFN5O8S as an isolated structure in a non-equilibrium geometry, with properties calculated with the ωB97M-V functional and the def2-TZVPD basis.

Last column: natural (NBO) charge in e.
Element x y z (Å)
Ca  -0.57  0.64  0.75  1.75
O  0.38  -4.14  -2.79  -0.69
C  1.50  -4.02  -2.12  0.78
O  2.40  -4.84  -2.21  -0.63
C  1.65  -2.83  -1.25  -0.26
C  2.84  -2.49  -0.62  0.01
N  2.59  -1.37  0.09  -0.31
N  1.33  -0.98  -0.02  -0.29
C  0.73  -1.83  -0.82  0.03
C  -0.74  -1.64  -1.14  0.78
O  -1.19  -2.25  -2.13  -0.69
O  -1.37  -0.89  -0.38  -0.81
H  -0.29  -3.38  -2.59  0.51
H  3.79  -2.98  -0.65  0.23
H  3.24  -0.84  0.66  0.42
S  2.47  1.57  4.28  0.29
C  1.40  0.43  4.97  -0.41
C  0.43  0.01  4.10  -0.29
C  0.52  0.57  2.80  -0.44
C  1.57  1.45  2.74  -0.33
C  2.01  2.20  1.61  0.19
C  2.96  3.23  1.71  -0.26
C  3.35  3.91  0.57  -0.16
C  2.81  3.53  -0.66  -0.31
C  1.89  2.50  -0.67  0.08
N  1.49  1.87  0.41  -0.53
H  1.55  0.14  5.99  0.22
H  -0.33  -0.70  4.40  0.20
H  3.36  3.49  2.67  0.23
H  4.07  4.71  0.64  0.21
H  3.11  4.03  -1.57  0.21
H  1.46  2.15  -1.60  0.20
F  1.45  5.45  3.37  -0.31
C  0.11  5.39  3.29  0.21
C  -0.48  4.86  2.20  0.02
N  -1.83  4.81  2.05  -0.40
C  -2.38  4.23  0.85  -0.33
C  -1.88  2.75  0.69  0.74
O  -2.14  1.97  1.61  -0.76
O  -1.23  2.49  -0.33  -0.78
C  -2.68  5.31  3.03  0.79
O  -3.88  5.34  2.92  -0.63
N  -2.03  5.80  4.14  -0.63
C  -0.67  5.94  4.39  0.60
O  -0.28  6.49  5.39  -0.59
H  0.11  4.45  1.39  0.24
H  -2.07  4.80  -0.03  0.20
H  -3.47  4.24  0.93  0.26
H  -2.64  6.15  4.87  0.43

Summary:
HOMO energy = -5.5 eV
energy relative to the best compared isomer or geometry (same formula, charge and spin) = 80.9 kJ/mol
net charge = -1
LUMO level = 2.3 eV
frontier orbital gap = 7.876 eV
DFT total energy = -2821.62150 Ha
F_max = 2.838 eV/Å



Record 2
Below is C29H58O13 as an isolated structure in a non-equilibrium geometry, with properties calculated with the ωB97M-V functional and the def2-TZVPD basis.

Last column: Mulliken charge in e.
Element x y z (Å)
O  0.89  -0.57  -1.79  -0.46
C  0.62  -0.70  -0.61  0.49
O  -0.35  -0.09  0.11  -0.22
C  -1.20  0.82  -0.50  -0.55
C  -2.65  0.87  0.10  -0.87
C  1.28  -1.81  0.11  -0.42
H  -0.99  0.44  -1.51  0.31
H  -0.96  1.82  -0.58  0.59
H  -2.34  1.21  1.17  0.07
H  -3.23  -0.07  -0.01  0.19
H  -3.07  1.56  -0.50  0.52
H  1.93  -1.56  1.02  0.09
H  1.98  -2.19  -0.65  0.05
H  0.54  -2.53  0.45  0.20
O  -2.62  5.16  5.63  -0.57
C  -3.06  4.04  5.52  0.79
O  -3.87  3.69  4.49  -0.28
C  -4.32  4.62  3.42  -0.10
C  -4.80  3.78  2.26  -1.39
C  -2.81  3.09  6.63  -1.23
H  -3.28  5.02  3.07  0.25
H  -5.10  5.26  3.77  0.29
H  -5.16  4.24  1.33  0.41
H  -5.43  3.09  2.52  0.53
H  -4.07  3.05  1.89  0.26
H  -2.44  2.35  6.13  0.25
H  -3.69  2.82  7.25  0.29
H  -2.25  3.40  7.30  0.54
O  -2.91  -5.14  0.26  -0.60
C  -1.96  -4.49  -0.19  0.58
O  -0.67  -4.84  -0.15  -0.21
C  -0.27  -5.86  0.71  -0.34
C  1.03  -6.36  0.23  -0.74
C  -2.31  -3.30  -1.11  -0.60
H  -1.00  -6.73  0.81  0.34
H  -0.51  -5.49  1.69  0.36
H  1.60  -7.12  0.99  0.32
H  1.85  -5.57  0.29  -0.10
H  1.05  -6.94  -0.71  0.32
H  -2.94  -2.60  -0.66  0.24
H  -2.75  -3.65  -1.95  0.40
H  -1.30  -2.97  -1.34  0.02
O  0.80  5.75  -4.50  -0.51
C  1.07  4.60  -4.44  0.59
O  0.11  3.60  -4.20  -0.17
C  -1.13  3.93  -3.65  -0.14
C  -1.90  2.71  -3.59  -0.61
C  2.59  4.21  -4.69  -1.04
H  -1.73  4.47  -4.35  0.27
H  -0.99  4.53  -2.65  0.30
H  -2.10  2.05  -2.53  -0.16
H  -1.52  1.87  -4.20  0.09
H  -2.91  2.87  -4.03  0.43
H  2.52  3.22  -5.20  0.24
H  3.13  4.30  -4.00  0.34
H  2.88  4.94  -5.46  0.37
O  5.66  -4.27  2.38  -0.59
C  4.52  -3.92  1.92  0.63
O  4.22  -3.89  0.52  0.08
C  5.05  -4.17  -0.49  -0.30
C  4.52  -3.67  -1.74  -0.82
C  3.41  -3.43  2.65  -1.11
H  5.36  -5.27  -0.49  0.26
H  5.98  -3.64  -0.20  0.36
H  3.52  -4.30  -2.05  0.16
H  5.32  -3.86  -2.36  0.48
H  4.11  -2.57  -1.89  -0.02
H  2.41  -3.81  2.58  0.27
H  3.34  -2.41  2.52  0.29
H  3.38  -3.81  3.65  0.42
C  -5.41  0.49  5.47  -0.94
C  -4.76  0.01  4.20  0.95
O  -5.42  -0.15  3.16  -0.59
C  -3.29  -0.12  4.16  -0.76
H  -5.13  1.64  5.65  -0.01
H  -4.81  0.12  6.38  0.28
H  -6.38  0.31  5.74  0.47
H  -2.70  0.72  4.44  0.15
H  -2.93  -0.44  3.13  0.06
H  -3.12  -0.98  4.85  0.38
C  3.34  1.94  -2.03  -0.42
C  3.70  2.09  -0.49  0.54
O  2.99  2.99  0.27  -0.63
C  4.82  1.19  0.02  -1.26
H  3.22  0.82  -2.27  0.74
H  3.95  2.50  -2.68  0.60
H  2.33  2.09  -2.03  0.22
H  4.40  0.22  0.21  0.07
H  5.08  1.34  0.91  0.68
H  5.82  1.31  -0.48  0.33
C  1.30  0.38  -3.15  0.32
C  1.93  0.33  -4.52  0.34
O  3.34  0.29  -4.55  -0.68
C  1.18  0.05  -5.75  -1.62
H  0.53  -0.46  -3.02  0.35
H  0.56  1.35  -2.90  -0.19
H  2.22  0.21  -2.40  -0.70
H  0.58  -0.72  -6.07  0.50
H  2.01  -0.13  -6.59  0.31
H  0.57  0.81  -6.01  0.40

Summary:
HOMO energy = -8.3 eV
energy relative to the best compared isomer or geometry (same formula, charge and spin) = 1993.2 kJ/mol
net charge = 0
LUMO level = 0.1 eV
frontier orbital gap = 8.340 eV
DFT total energy = -2117.15626 Ha
F_max = 16.079 eV/Å



Record 3
Below is one molecule with the formula C3H8FN3O in a non-equilibrium geometry, with properties calculated with the ωB97M-V functional and the def2-TZVPD basis.

Last column: natural (NBO) charge in e.
Element x y z (Å)
N  -2.71  -0.27  0.60  -0.70
N  -2.08  -0.99  -0.42  -0.26
C  -0.88  -0.64  -0.65  0.17
N  -0.24  0.37  0.08  -0.22
O  -0.89  1.63  -0.14  -0.58
C  1.17  0.58  -0.24  -0.26
C  2.01  -0.52  0.41  0.06
F  3.33  -0.31  0.07  -0.36
H  -2.13  -0.28  1.43  0.36
H  -3.59  -0.74  0.80  0.38
H  -0.32  -1.18  -1.42  0.18
H  -1.79  1.45  0.24  0.49
H  1.46  1.58  0.16  0.23
H  1.35  0.61  -1.30  0.19
H  1.87  -0.48  1.46  0.17
H  1.74  -1.52  0.08  0.16

Summary:
HOMO energy = -9.0 eV
energy relative to the best compared isomer or geometry (same formula, charge and spin) = 184.6 kJ/mol
net charge = 0
LUMO level = 1.0 eV
frontier orbital gap = 9.974 eV
DFT total energy = -458.37613 Ha
F_max = 1.297 eV/Å



Question: What is the DFT total energy in the first record?
Answer: -2821.62150 Ha



Question: Which value of energy relative to the best compared isomer or geometry (same formula, charge and spin) does entry 2 give?
Answer: 1993.2 kJ/mol



Question: What is the formula in the third record?
Answer: C3H8FN3O